No. 1
Density functional theory data (wB97M-V/def2-TZVPD) for an isolated molecule of C12H22S2.

Last column: Mulliken charge in e.
Positions of all 36 atoms, in Å:
C1 2.85 1.14 2.71  -0.567
C2 1.38 1.34 3.11  -0.742
C3 0.46 0.24 2.52  -1.183
C4 0.90 -0.22 1.14  0.629
S1 0.88 1.11 -0.13  -0.127
S2 -1.01 1.91 -0.06  -0.051
C5 -2.02 0.93 -1.23  0.017
C6 -2.26 -0.54 -0.81  -0.933
C7 -1.41 -1.52 -1.61  -0.410
C8 -1.77 -1.46 -3.11  -0.815
C9 -2.17 -0.04 -3.56  -0.690
C10 -1.49 1.02 -2.68  -0.771
C11 2.34 -0.80 1.17  -1.059
C12 3.15 -0.34 2.39  -0.723
H1 3.09 1.76 1.83  0.309
H2 3.50 1.48 3.54  0.352
H3 1.27 1.35 4.17  0.437
H4 1.02 2.31 2.75  0.192
H5 0.48 -0.61 3.18  0.443
H6 -0.57 0.58 2.50  0.433
H7 0.19 -1.02 0.79  0.245
H8 -2.97 1.48 -1.18  0.287
H9 -2.09 -0.64 0.25  0.372
H10 -3.34 -0.78 -0.97  0.424
H11 -0.33 -1.29 -1.50  0.156
H12 -1.56 -2.54 -1.23  0.428
H13 -0.91 -1.83 -3.69  0.334
H14 -2.59 -2.16 -3.31  0.289
H15 -3.25 0.08 -3.49  0.326
H16 -1.90 0.10 -4.61  0.362
H17 -1.70 2.02 -3.08  0.393
H18 -0.40 0.84 -2.67  0.303
H19 2.30 -1.93 1.15  0.242
H20 2.86 -0.50 0.26  0.344
H21 2.87 -0.97 3.24  0.330
H22 4.20 -0.51 2.22  0.426

Summary:
ΔE to the lowest compared entry with this formula, charge and spin in eV: 0.000
SMILES: C1CCC(SSC2CCCCC2)CC1
Frontier orbital gap in eV: 9.51

***

No. 2
Density functional theory data (wB97M-V/def2-TZVPD) for a structure of composition C12H23AlCl3IO7PS.

Last column: Mulliken charge in e.
Positions of all 49 atoms, in Å:
C1 1.08 4.32 -0.04  -1.462
C2 0.54 3.02 -0.65  -0.158
C3 0.93 1.76 0.13  -0.254
Cl1 0.85 2.03 1.92  -0.197
C4 0.15 0.47 -0.31  1.246
C5 -1.08 0.17 0.55  -1.294
C6 -2.14 1.27 0.50  -0.562
C7 -3.41 0.83 1.25  -1.092
C8 -4.24 -0.19 0.44  0.084
S1 -4.78 -1.58 1.39  1.009
O1 -5.26 -2.63 0.55  -0.557
O2 -5.64 -1.09 2.43  -0.574
Cl2 -3.07 -2.23 2.30  -0.162
O3 -0.36 0.72 -1.60  -0.719
Al1 -0.52 -0.84 -2.48  0.746
I1 -2.87 -1.74 -2.98  -0.444
O4 0.43 -1.70 -1.20  -0.861
C9 1.15 -0.72 -0.50  0.168
C10 1.86 -1.41 0.71  -0.047
Cl3 0.92 -1.51 2.24  -0.241
C11 2.28 -2.84 0.35  -0.481
C12 3.30 -3.39 1.36  -1.312
P1 2.62 -0.33 -1.65  0.772
O5 2.92 -1.39 -2.63  -0.753
O6 3.91 -0.05 -0.72  -0.625
O7 2.39 1.09 -2.34  -0.481
H1 0.55 4.60 0.86  0.343
H2 0.93 5.12 -0.78  0.420
H3 2.15 4.25 0.15  0.323
H4 -0.54 3.09 -0.73  0.193
H5 0.98 2.90 -1.63  0.286
H6 2.00 1.61 -0.04  0.530
H7 -0.86 0.00 1.59  0.593
H8 -1.53 -0.76 0.18  0.440
H9 -1.77 2.15 1.03  0.239
H10 -2.41 1.51 -0.52  0.335
H11 -4.04 1.72 1.36  0.332
H12 -3.15 0.44 2.23  0.492
H13 -3.70 -0.54 -0.44  -0.431
H14 -5.18 0.24 0.09  0.564
H15 0.26 -0.70 -3.86  -0.475
H16 2.77 -0.88 0.99  0.552
H17 2.72 -2.85 -0.64  0.440
H18 1.39 -3.47 0.40  0.299
H19 3.97 -2.61 1.73  0.312
H20 3.91 -4.18 0.92  0.388
H21 2.79 -3.81 2.23  0.327
H22 4.50 -0.79 -0.86  0.384
H23 2.30 0.93 -3.28  0.370

Summary:
Net charge: -1
Frontier orbital gap in eV: 8.70

***

No. 3
Density functional theory data (wB97M-V/def2-TZVPD) for a cluster of 2 separate species, C12H23BO2 in total.

Last column: Mulliken charge in e.
Positions of all 38 atoms, in Å:
C1 3.06 0.13 1.27  -1.476
C2 2.38 -0.49 0.01  1.165
C3 3.29 -0.41 -1.22  -1.927
C4 1.92 -1.92 0.47  -0.962
B1 0.49 -1.50 1.25  0.715
O1 0.11 -0.28 0.91  -0.682
C5 0.96 0.26 -0.07  2.071
C6 0.44 -0.03 -1.41  -1.984
C7 0.93 1.80 0.12  -1.657
H1 2.35 0.12 2.15  0.304
H2 3.35 1.14 1.13  0.440
H3 3.95 -0.60 1.58  0.338
H4 4.07 -1.11 -1.15  0.488
H5 3.52 0.72 -1.31  0.284
H6 2.70 -0.86 -2.02  0.432
H7 2.76 -2.19 1.21  0.280
H8 1.91 -2.70 -0.38  0.257
H9 0.10 -2.37 2.02  -0.134
H10 0.52 -1.12 -1.79  0.280
H11 0.61 0.73 -2.08  0.662
H12 -0.67 -0.04 -1.42  0.148
H13 0.13 2.03 0.84  0.238
H14 0.71 2.43 -0.77  0.292
H15 1.92 2.10 0.40  0.416
C8 -3.15 -2.21 -0.73  -0.766
C9 -3.37 -1.13 -0.08  0.261
C10 -3.95 -0.45 1.06  -0.649
C11 -3.53 0.33 -0.19  0.035
O2 -2.62 1.35 -0.11  -0.148
C12 -3.27 2.49 0.17  -0.878
H16 -2.92 -2.25 -1.84  0.243
H17 -3.45 -3.20 -0.32  0.234
H18 -3.39 -0.15 1.93  0.189
H19 -5.05 -0.70 1.32  0.225
H20 -4.34 0.53 -0.92  0.335
H21 -4.20 2.26 0.77  0.373
H22 -3.63 2.98 -0.71  0.332
H23 -2.56 3.13 0.73  0.224

Summary:
ΔE to the lowest compared entry with this formula, charge and spin in eV: 4.713
SMILES: CC1(C)CBOC1(C)C.C=C1C[C@H]1OC
Frontier orbital gap in eV: 10.56

***

No. 4
Density functional theory data (wB97M-V/def2-TZVPD) for a structure of composition C12H23BaN2O3P2.

Last column: Mulliken charge in e.
Positions of all 43 atoms, in Å:
Ba1 -0.26 -0.16 0.90  2.232
P1 -2.10 -1.46 0.41  0.074
C1 -2.13 -1.19 -1.46  -1.178
C2 -1.62 0.20 -1.84  0.694
N1 -0.79 0.81 -0.95  -0.329
C3 -0.30 2.03 -1.26  0.616
C4 -0.61 2.68 -2.46  -0.887
C5 -1.45 2.04 -3.37  -0.379
C6 -1.97 0.78 -3.06  -0.816
C7 0.59 2.69 -0.21  -1.112
P2 1.40 1.41 0.93  0.152
H1 -2.62 0.27 -3.75  0.489
H2 -0.20 3.66 -2.68  0.484
H3 -1.71 2.52 -4.31  0.442
H4 1.35 3.31 -0.68  0.508
H5 -0.04 3.35 0.39  0.399
H6 -1.49 -1.91 -1.91  0.450
H7 -3.13 -1.36 -1.84  0.516
H8 2.91 -3.13 -1.24  0.317
O1 2.60 -3.68 -2.06  -0.640
H9 3.25 -3.48 -2.79  0.327
H10 4.68 -1.14 1.80  0.317
O2 5.34 -1.78 1.37  -0.629
H11 6.10 -1.86 2.01  0.333
C8 3.03 1.14 0.03  -1.049
H12 3.54 2.09 -0.14  0.362
H13 3.69 0.50 0.63  0.141
H14 2.86 0.66 -0.93  0.354
C9 1.93 2.50 2.37  -1.209
H15 2.53 1.92 3.07  0.359
H16 2.52 3.34 2.02  0.382
H17 1.05 2.88 2.90  0.366
C10 -3.80 -0.84 0.91  -1.169
H18 -4.57 -1.34 0.33  0.392
H19 -3.98 -1.05 1.97  0.372
H20 -3.87 0.23 0.75  0.326
C11 -2.28 -3.33 0.51  -1.217
H21 -2.38 -3.65 1.55  0.355
H22 -3.15 -3.66 -0.05  0.395
H23 -1.40 -3.81 0.08  0.362
O3 -1.53 -0.94 5.24  -0.542
C12 -1.18 -0.72 4.04  0.816
N2 -0.81 -0.50 2.79  -1.175

Summary:
ΔE to the lowest compared entry with this formula, charge and spin in eV: 13.511
Net charge: +1
Frontier orbital gap in eV: 5.91

***

No. 5
Density functional theory data (wB97M-V/def2-TZVPD) for a structure of composition C12H23BeF3NO5P2S.

Last column: Mulliken charge in e.
Positions of all 48 atoms, in Å:
Be1 0.39 0.53 0.12  -0.620
P1 0.56 0.73 2.22  1.381
C1 -0.39 2.20 2.06  -1.309
C2 -0.82 2.67 0.82  0.837
N1 -0.45 1.90 -0.28  0.821
C3 -0.78 2.30 -1.52  0.757
C4 -1.26 3.59 -1.73  -1.036
C5 -1.69 4.34 -0.65  -0.369
C6 -1.63 3.82 0.63  -1.242
C7 -0.60 1.34 -2.69  -1.227
P2 -0.99 -0.43 -2.28  0.954
H1 -2.08 4.34 1.49  0.395
H2 -1.38 3.95 -2.74  0.430
H3 -2.08 5.33 -0.80  0.453
H4 -1.23 1.71 -3.53  0.447
H5 0.45 1.42 -3.04  0.451
H6 -4.74 0.01 3.16  0.314
H7 -0.77 2.73 2.94  0.315
H8 -2.09 -1.56 0.32  0.291
O1 -4.47 -0.02 2.19  -0.597
H9 -5.32 -0.03 1.72  0.303
H10 -0.06 -2.00 0.18  0.325
O2 -1.89 -2.39 -0.09  -0.653
H11 -2.32 -3.08 0.49  0.303
C8 -2.77 -0.39 -2.64  -1.361
H12 -3.00 0.02 -3.63  0.446
H13 -3.11 -1.43 -2.61  0.391
H14 -3.29 0.26 -1.92  0.357
C9 -0.36 -1.22 -3.81  -1.546
H15 -0.39 -2.30 -3.63  0.425
H16 -0.99 -1.05 -4.69  0.453
H17 0.66 -0.91 -4.06  0.383
C10 2.23 1.41 2.59  -1.310
H18 2.34 1.51 3.68  0.443
H19 3.04 0.76 2.23  0.283
H20 2.29 2.42 2.13  0.322
C11 0.21 -0.63 3.38  -1.108
H21 0.77 -1.53 3.08  0.337
H22 0.54 -0.40 4.41  0.412
H23 -0.87 -0.87 3.42  0.327
F1 3.51 -3.37 0.59  -0.163
C12 3.29 -2.05 0.47  0.613
F2 2.89 -1.58 1.69  -0.138
F3 4.39 -1.40 0.04  -0.171
S1 1.78 -1.76 -0.65  0.825
O3 1.50 -2.46 -1.85  -0.483
O4 0.82 -2.25 0.53  -0.420
O5 1.55 -0.25 -0.64  -0.042

Summary:
ΔE to the lowest compared entry with this formula, charge and spin in eV: 3.649
Net charge: +1
Frontier orbital gap in eV: 6.15

***

For the records above, the corresponding total energy values read -34472.229, -99548.009, -17584.458, -41194.833, -62505.981 eV.